Entry from the OMol25 dataset: a 2-piece molecular cluster, H4NO2SSi overall in a non-equilibrium geometry (ωB97M-V/def2-TZVPD).

The geometry in XYZ format:
```
9
Properties=species:S:1:pos:R:3:forces:R:3
N -0.24418 -0.37577 0.91863 4.43 -0.31 -1.40
O 0.29512 3.09611 2.09824 0.18 -0.12 0.20
O 0.71817 4.14620 -0.08735 0.57 -0.23 0.72
Si 0.80669 0.39801 -0.38746 -1.85 0.73 1.32
S 1.23539 3.26632 0.98551 -1.00 -0.28 -1.45
H -1.09622 -0.49392 0.52421 -3.23 -0.37 -0.88
H -0.23437 0.03357 1.79161 -0.34 1.07 2.02
H 2.14796 -0.19930 -0.45344 0.43 -0.79 -0.11
H -0.14315 -0.25962 -1.40251 0.80 0.30 -0.41
```
Positions in Å, forces in eV/Å.

Results
E_tot: -895.3109 Ha
HOMO-LUMO gap (alpha / beta): 5.9287 / 6.3162 eV
highest occupied orbital energy (alpha / beta): -2.2 / -2.5 eV
max |F|: 4.657 eV/Å
total charge: -1
relative energy (zero: lowest compared OMol25 entry of this formula, charge and spin): 39.3 kcal/mol

Atom charges from the natural (NBO) analysis, given in e for atoms 1 to 2: number 1, N, carries -1.254; number 2, O, carries -0.973